(1)
Density functional theory data (ωB97M-V/def2-TZVPD) for the molecule C8H13NO2.

Properties
- E_HOMO: -9.00 eV
- Strongest force on any atom: 0.10558 hartree/bohr
- DFT total energy: -517.78548 a.u.
- Orbital gap: 9.77 eV
- Structure (SMILES): C[C@]12C[C@H]1CN[C@]2(C)C(=O)O

```
! wB97M-V def2-TZVPD RIJCOSX def2/J DEFGRID3
* xyz 0 1
C -0.43 1.96 -0.90
C -0.44 0.58 -0.36
C -1.02 -0.53 -1.15
C -1.58 -0.15 0.20
C -1.11 -0.84 1.49
N 0.31 -1.05 1.35
C 0.90 -0.08 0.47
C 2.13 -0.40 -0.31
C 1.36 1.17 1.35
O 1.67 2.24 0.93
O 1.38 0.94 2.67
H 0.15 2.73 -0.44
H -1.50 2.20 -0.86
H -0.11 1.91 -2.05
H -0.62 -1.52 -1.19
H -1.47 -0.32 -2.01
H -2.60 0.13 0.21
H -1.16 -0.01 2.39
H -1.52 -1.70 1.78
H 0.53 -2.04 1.18
H 1.79 -0.76 -1.22
H 2.56 -1.19 0.12
H 2.87 0.40 -0.50
H 1.39 -0.02 2.73
*
```

***

(2)
Density functional theory data (ωB97M-V/def2-TZVPD) for a structure of composition F4N2O8RbS4.

Properties
- E_HOMO: -7.40 eV
- Strongest force on any atom: 0.18859 hartree/bohr
- DFT total energy: -2727.76872 a.u.
- Orbital gap: 9.12 eV

```
! wB97M-V def2-TZVPD RIJCOSX def2/J DEFGRID3
* xyz -1 1
Rb 16.50 -19.46 20.05
N 15.99 -14.96 21.35
S 16.55 -14.70 22.71
O 17.18 -15.81 23.39
O 16.05 -13.48 23.35
F 17.92 -14.13 22.06
S 14.75 -16.08 21.94
O 14.10 -15.79 23.19
O 14.96 -17.46 21.51
F 13.60 -15.62 20.83
N 15.16 -23.18 17.94
S 16.19 -22.46 17.16
O 17.04 -23.36 16.42
O 16.61 -21.15 17.60
F 15.19 -22.15 15.95
S 16.14 -23.27 19.30
O 16.06 -22.08 20.21
O 17.33 -24.13 19.41
F 15.11 -24.20 20.05
*
```

***

(3)
Density functional theory data (ωB97M-V/def2-TZVPD) for a cluster of 2 separate species, C4H8O2 in total.

Properties
- E_HOMO (spin up / spin down): -7.83 / -8.10 eV
- Strongest force on any atom: 0.00971 hartree/bohr
- DFT total energy: -307.53974 a.u.
- Orbital gap (spin up / spin down): 7.44 / 8.14 eV

```
! wB97M-V def2-TZVPD RIJCOSX def2/J DEFGRID3
* xyz 0 1
C -2.17 -0.40 -0.54
C -0.87 0.32 -0.50
O -0.05 0.08 0.45
C 1.17 0.62 0.59
C 1.96 0.12 1.67
O 3.08 0.51 1.94
H -2.98 0.21 -0.12
H -2.11 -1.33 0.03
H -2.43 -0.64 -1.57
H 0.80 -0.70 -1.74
H -0.61 1.11 -1.20
H 1.44 1.44 -0.06
H 1.43 -0.58 -1.34
H 1.46 -0.69 2.25
*
```

***

(4)
Density functional theory data (ωB97M-V/def2-TZVPD) for a structure of composition C32H29BBrMgN4O5S.

Properties
- E_HOMO: -3.68 eV
- Strongest force on any atom: 0.00938 hartree/bohr
- DFT total energy: -5029.48367 a.u.
- Orbital gap: 5.84 eV

```
! wB97M-V def2-TZVPD RIJCOSX def2/J DEFGRID3
* xyz -1 1
Mg -0.45 -0.49 -0.05
O 5.89 1.62 -1.42
C 4.67 1.19 -1.02
C 4.28 -0.15 -1.08
C 3.01 -0.48 -0.65
N 2.14 0.42 -0.18
C 2.54 1.67 -0.14
Br 1.28 2.95 0.49
C 3.78 2.13 -0.54
H 6.40 0.86 -1.76
H 4.95 -0.91 -1.46
H 2.66 -1.51 -0.70
H 4.04 3.18 -0.49
N -1.92 1.45 2.62
C -0.82 0.70 3.03
C -0.65 0.61 4.43
C 0.44 -0.07 4.92
C 1.33 -0.65 4.03
C 1.06 -0.53 2.68
N 0.00 0.13 2.17
C -2.50 1.73 1.40
C -3.70 2.46 1.44
C -4.31 2.80 0.26
C -3.72 2.41 -0.94
C -2.55 1.69 -0.88
N -1.94 1.34 0.27
H -2.47 1.77 3.40
H -1.37 1.07 5.09
H 0.59 -0.15 5.99
H 2.20 -1.20 4.35
H 1.69 -1.02 1.95
H -4.14 2.73 2.39
H -5.24 3.35 0.27
H -4.16 2.64 -1.90
H -2.06 1.34 -1.77
O -3.84 -2.66 0.85
C -2.63 -2.59 0.64
O -1.97 -1.50 0.58
C -1.84 -3.90 0.49
C -2.62 -5.05 0.55
C -2.10 -6.33 0.44
C -0.72 -6.46 0.27
C 0.07 -5.33 0.21
C -0.44 -4.02 0.30
S 0.80 -2.75 0.19
H -3.68 -4.89 0.69
H -2.74 -7.19 0.49
H -0.26 -7.43 0.18
H 1.14 -5.43 0.07
C -0.82 -2.55 -8.30
C -0.08 -1.22 -8.32
C -0.88 -0.25 -9.21
C 1.30 -1.45 -8.95
C 0.08 -0.62 -6.92
C 0.73 0.61 -6.78
C 0.91 1.22 -5.53
C 0.42 0.56 -4.43
O 0.46 0.92 -3.12
B -0.17 -0.12 -2.35
O -0.60 -1.10 -3.33
C -0.22 -0.66 -4.55
C -0.41 -1.27 -5.78
H -0.92 -2.94 -9.32
H -1.83 -2.45 -7.88
H -0.29 -3.30 -7.71
H -1.00 -0.67 -10.21
H -0.37 0.71 -9.30
H -1.87 -0.07 -8.79
H 1.19 -1.87 -9.95
H 1.89 -2.14 -8.35
H 1.86 -0.52 -9.04
H 1.11 1.12 -7.66
H 1.41 2.17 -5.44
H -0.91 -2.22 -5.83
*
```

***

(5)
Density functional theory data (ωB97M-V/def2-TZVPD) for a structure of composition C9H10BF6N6O4ReSSb.

Properties
- E_HOMO (spin up / spin down): -13.86 / -13.86 eV
- Strongest force on any atom: 0.02120 hartree/bohr
- DFT total energy: -2319.19465 a.u.
- Orbital gap (spin up / spin down): 7.17 / 7.19 eV

```
! wB97M-V def2-TZVPD RIJCOSX def2/J DEFGRID3
* xyz 1 1
Re 0.22 -0.47 1.70
C 3.14 1.37 4.16
C 2.55 0.25 3.63
N 1.47 0.61 2.91
N 1.36 1.96 2.99
C 2.34 2.43 3.75
B 0.11 2.65 2.39
N -1.11 1.88 2.98
C -2.13 2.29 3.72
C -2.94 1.20 4.04
C -2.31 0.11 3.47
N -1.20 0.53 2.81
N 0.08 2.39 0.87
C -0.06 3.17 -0.19
C -0.21 2.38 -1.33
C -0.19 1.09 -0.88
N 0.01 1.09 0.46
H 4.03 1.42 4.78
H 2.84 -0.79 3.69
H 2.42 3.49 3.96
H 0.06 3.81 2.66
H -2.23 3.33 3.98
H -3.85 1.20 4.61
H -2.58 -0.93 3.48
H -0.04 4.25 -0.08
H -0.32 2.72 -2.35
H -0.27 0.15 -1.41
O -0.01 -3.65 1.08
S -1.07 -2.78 1.56
O -2.33 -3.30 1.89
O -1.12 -1.51 0.65
O -0.43 -1.96 2.78
F 1.75 -1.04 0.92
Sb 0.32 -4.28 -1.06
F 0.72 -2.45 -1.30
F 2.05 -4.50 -0.41
F 0.60 -4.74 -2.83
F -0.16 -5.96 -0.44
F -1.48 -3.79 -1.18
*
```

***

(6)
Density functional theory data (ωB97M-V/def2-TZVPD) for a cluster of 11 separate species, C31H71Br4N9O9 in total.

Properties
- E_HOMO: -8.81 eV
- Strongest force on any atom: 0.03802 hartree/bohr
- DFT total energy: -12689.84283 a.u.
- Orbital gap: 9.14 eV
- Structure (SMILES): CN(C)C=O.CN(C)C=O.CN(C)C=O.CN(C)C=O.CN(C)C=O.CN(C)C=O.CN(C)C=O.CN(C)C=O.CN(C)C=O.BrCCBr.BrCCBr

```
! wB97M-V def2-TZVPD RIJCOSX def2/J DEFGRID3
* xyz 0 1
C 1.75 5.37 -3.74
N 1.48 4.02 -3.32
C 0.21 3.76 -2.73
C 2.38 3.01 -3.45
O 3.50 3.16 -3.93
H 1.72 6.07 -2.90
H 0.98 5.67 -4.47
H 2.71 5.41 -4.25
H 0.14 2.73 -2.38
H -0.07 4.37 -1.86
H -0.64 3.81 -3.44
H 1.98 2.05 -3.11
C 6.19 -2.64 -2.42
N 5.36 -1.47 -2.52
C 5.91 -0.34 -3.25
C 4.15 -1.37 -1.93
O 3.62 -2.19 -1.22
H 7.21 -2.36 -2.17
H 6.19 -3.15 -3.39
H 5.81 -3.36 -1.70
H 6.94 -0.16 -2.94
H 5.92 -0.52 -4.33
H 5.37 0.59 -3.04
H 3.64 -0.42 -2.16
C -0.58 -2.01 -0.01
N -0.28 -0.70 -0.59
C -1.30 -0.11 -1.42
C 0.99 -0.25 -0.64
O 1.33 0.74 -1.28
H 0.34 -2.45 0.34
H -1.00 -2.65 -0.79
H -1.28 -1.92 0.82
H -1.05 0.88 -1.77
H -1.50 -0.72 -2.31
H -2.22 -0.08 -0.82
H 1.67 -0.85 -0.03
C -2.56 1.82 1.84
N -2.09 1.21 3.07
C -0.67 0.94 3.12
C -2.83 1.34 4.19
O -3.95 1.81 4.24
H -2.05 1.34 1.01
H -2.38 2.90 1.84
H -3.64 1.71 1.73
H -0.12 1.64 2.49
H -0.30 1.06 4.14
H -0.43 -0.06 2.75
H -2.31 0.94 5.08
C 2.65 -1.16 5.62
N 2.35 -0.79 4.26
C 2.67 0.54 3.81
C 1.78 -1.69 3.43
O 1.44 -1.46 2.28
H 2.28 -2.16 5.85
H 2.19 -0.46 6.33
H 3.73 -1.14 5.81
H 2.76 0.53 2.73
H 1.95 1.32 4.07
H 3.64 0.83 4.22
H 1.68 -2.67 3.91
C -2.09 -3.04 5.77
N -1.17 -3.71 4.86
C -1.24 -3.31 3.47
C -0.07 -4.31 5.34
O 0.90 -4.68 4.70
H -1.80 -2.01 5.98
H -2.15 -3.58 6.71
H -3.07 -3.00 5.29
H -0.39 -3.67 2.90
H -2.19 -3.65 3.04
H -1.26 -2.21 3.40
H -0.11 -4.50 6.43
C 3.36 -5.65 3.00
N 2.46 -5.08 2.02
C 2.93 -3.94 1.28
C 1.16 -5.43 1.99
O 0.29 -4.88 1.32
H 4.27 -5.99 2.51
H 2.88 -6.42 3.60
H 3.68 -4.86 3.70
H 2.19 -3.58 0.58
H 3.04 -3.08 1.96
H 3.87 -4.15 0.78
H 0.93 -6.29 2.64
C -4.54 3.02 -1.04
N -4.90 3.52 -2.34
C -3.81 4.02 -3.15
C -6.16 3.52 -2.81
O -6.49 3.94 -3.90
H -3.96 2.10 -1.10
H -5.39 2.89 -0.37
H -3.87 3.74 -0.57
H -3.38 3.29 -3.84
H -4.13 4.90 -3.71
H -3.00 4.37 -2.51
H -6.87 3.07 -2.09
C -0.04 5.10 0.99
N 0.97 4.27 1.58
C 1.75 3.45 0.67
C 1.28 4.40 2.89
O 2.17 3.82 3.47
H -0.83 4.48 0.55
H 0.37 5.65 0.13
H -0.42 5.84 1.70
H 2.38 2.80 1.26
H 1.06 2.85 0.07
H 2.33 4.09 0.01
H 0.61 5.12 3.40
Br -3.33 -2.81 -6.06
C -1.62 -3.60 -5.58
C -1.70 -4.17 -4.19
Br -0.12 -5.22 -3.81
H -0.89 -2.79 -5.62
H -1.38 -4.36 -6.31
H -2.56 -4.83 -4.07
H -1.81 -3.39 -3.44
Br -6.12 1.89 -7.16
C -4.91 1.53 -5.69
C -5.49 0.44 -4.84
Br -4.20 -0.07 -3.45
H -4.80 2.44 -5.12
H -3.96 1.22 -6.10
H -5.61 -0.48 -5.40
H -6.42 0.73 -4.38
*
```

***

(7)
Density functional theory data (ωB97M-V/def2-TZVPD) for the molecule BH2NO5.

Properties
- E_HOMO: -11.41 eV
- Strongest force on any atom: 0.06149 hartree/bohr
- DFT total energy: -457.00630 a.u.
- Orbital gap: 11.26 eV
- Structure (SMILES): O=[N+]([O-])OB(O)O

```
! wB97M-V def2-TZVPD RIJCOSX def2/J DEFGRID3
* xyz 0 1
O 2.74 -0.38 0.51
N 1.86 0.13 -0.11
O 1.80 0.33 -1.29
O 0.71 0.50 0.61
B -0.62 0.14 0.32
O -1.52 0.33 1.31
O -0.91 -0.27 -0.94
H -2.31 -0.07 0.91
H -1.74 -0.72 -1.33
*
```

***

(8)
Density functional theory data (ωB97M-V/def2-TZVPD) for a structure of composition C3HKO4.

Properties
- E_HOMO: -7.61 eV
- Strongest force on any atom: 0.15284 hartree/bohr
- DFT total energy: -1015.46367 a.u.
- Orbital gap: 7.19 eV

```
! wB97M-V def2-TZVPD RIJCOSX def2/J DEFGRID3
* xyz 0 1
O 2.65 0.04 0.30
C 0.59 1.15 0.02
C 1.70 0.77 -0.25
O -0.74 1.30 0.11
C -1.35 0.11 0.06
O -2.61 0.35 0.15
H -3.11 -0.48 0.08
O 2.31 -1.35 -0.03
K 0.56 -1.90 -0.43
*
```

***

(9)
Density functional theory data (ωB97M-V/def2-TZVPD) for a structure of composition C9H19F6MnN4O13S6.

Properties
- E_HOMO (spin up / spin down): -7.29 / -7.29 eV
- Strongest force on any atom: 0.20929 hartree/bohr
- DFT total energy: -5690.63121 a.u.
- Orbital gap (spin up / spin down): 8.76 / 8.63 eV

```
! wB97M-V def2-TZVPD RIJCOSX def2/J DEFGRID3
* xyz -1 6
Mn 0.79 0.20 -0.94
N 4.66 1.11 1.65
S 5.17 0.34 0.46
O 4.64 0.81 -0.87
O 5.60 -1.01 0.69
F 6.56 1.14 0.51
S 3.22 0.09 1.61
O 3.32 -1.39 1.88
O 2.13 0.53 0.72
F 2.61 0.59 2.98
N 1.21 -1.70 -1.20
S 2.69 -2.40 -1.76
O 2.73 -3.19 -2.97
O 3.73 -2.54 -0.68
F 3.04 -0.95 -2.35
S 0.63 -3.07 -0.99
O 1.16 -4.08 -0.03
O 0.02 -3.52 -2.21
F -0.72 -2.51 -0.23
N 1.25 1.60 -2.20
S 0.90 1.58 -3.94
O 1.88 2.10 -4.91
O -0.53 1.74 -4.24
F 1.00 0.08 -4.05
S 2.14 2.89 -2.27
O 1.35 4.06 -2.64
O 3.55 2.69 -2.68
F 2.40 3.10 -0.68
C -2.02 1.03 2.98
C -1.50 -0.09 2.14
C -2.40 -1.35 2.25
C -3.73 -1.13 1.59
C -3.54 -0.95 0.16
C -2.59 0.25 -0.27
N -1.42 0.25 0.66
O -0.53 1.22 0.40
C -2.01 -0.02 -1.74
C -3.35 1.59 -0.18
C -0.13 -0.50 2.66
H -2.96 1.49 2.68
H -1.31 1.86 3.03
H -2.13 0.76 4.02
H -1.84 -2.21 1.89
H -2.61 -1.53 3.31
H -4.27 -0.34 2.12
H -4.35 -2.03 1.62
H -4.52 -0.72 -0.24
H -3.25 -1.92 -0.24
H -2.86 0.32 -2.33
H -1.11 0.53 -1.99
H -1.74 -1.06 -1.92
H -3.19 2.34 -0.95
H -4.42 1.47 -0.35
H -3.14 2.18 0.71
H 0.46 -1.01 1.90
H -0.11 -1.05 3.60
H 0.37 0.45 2.89
H -0.90 1.88 0.99
*
```

***

(10)
Density functional theory data (ωB97M-V/def2-TZVPD) for a cluster of 2 separate species, C3H12N3 in total.

Properties
- E_HOMO: -13.74 eV
- Strongest force on any atom: 0.09948 hartree/bohr
- DFT total energy: -285.47441 a.u.
- Orbital gap: 10.81 eV

```
! wB97M-V def2-TZVPD RIJCOSX def2/J DEFGRID3
* xyz 1 1
C -1.15 -0.96 0.85
C -1.34 1.57 0.93
C -0.54 0.37 0.52
N 1.44 -1.69 -1.19
N 0.56 0.41 -0.09
N 1.23 1.41 -0.67
H -1.90 -1.21 0.18
H -1.61 -0.92 1.77
H -0.54 -1.86 0.74
H -2.23 1.79 0.18
H -0.73 2.48 0.79
H -1.56 1.40 1.94
H 1.85 -1.36 -1.97
H 0.41 -1.85 -1.43
H 1.09 -0.60 -0.26
H 1.05 2.36 -0.39
H 2.10 1.15 -1.07
H 1.86 -2.51 -0.82
*
```